No. 1
An isolated molecule of C19H22N2O3S. Source: OMol25; level of theory: ωB97M-V with the def2-TZVPD basis set.

The geometry in XYZ format:
```
47
Properties=species:S:1:pos:R:3:forces:R:3:nbo_charge:R:1
C 3.6281 -5.6235 -2.2164 -0.1 0.4 0.0 -0.63
C 3.5375 -4.2280 -2.8179 0.1 -0.4 -0.4 -0.07
H 3.0597 -4.2729 -3.8025 0.1 0.1 0.1 0.20
H 4.5258 -3.7708 -2.9036 -0.1 0.0 0.0 0.19
O 2.7921 -3.3459 -1.9819 0.0 0.2 0.3 -0.52
C 1.4536 -3.3958 -2.0920 -0.1 -0.1 -0.2 0.79
O 0.8777 -4.1156 -2.8731 0.1 0.0 0.1 -0.61
C 0.7771 -2.4629 -1.1665 -0.1 0.1 0.1 -0.23
C -0.6159 -2.4097 -1.1721 0.4 -0.1 -0.1 -0.13
C -1.2968 -1.5515 -0.3353 -0.2 0.0 0.1 -0.29
C -0.5847 -0.7185 0.5271 0.0 -0.4 -0.2 0.28
C 0.8119 -0.7792 0.5435 -0.1 0.0 0.1 -0.30
C 1.4865 -1.6409 -0.2917 -0.1 -0.1 -0.1 -0.10
H 2.5641 -1.6835 -0.2775 0.1 0.0 0.0 0.22
H 1.3592 -0.1372 1.2196 0.1 0.1 0.1 0.21
N -1.1896 0.2068 1.3670 0.4 0.0 0.1 -0.68
C -2.5132 0.4608 1.5524 -0.1 0.4 0.4 0.70
O -3.4173 -0.1643 1.0445 -0.2 -0.2 -0.2 -0.61
C -2.7926 1.6707 2.4366 -0.2 -0.1 0.0 -0.54
C -1.8882 1.8880 3.6404 0.4 0.3 -0.1 -0.51
H -1.7473 0.9648 4.2033 0.0 0.0 0.1 0.23
H -2.3227 2.6375 4.3032 -0.1 -0.1 0.0 0.23
S -0.1817 2.4488 3.2700 -0.1 0.2 0.2 0.16
C -0.4621 4.0712 2.4641 0.2 -0.3 0.2 -0.51
H -1.5340 4.1963 2.3364 0.0 0.1 0.0 0.24
H -0.0804 4.8306 3.1467 -0.1 0.0 -0.1 0.23
C 0.2507 4.1579 1.1200 -0.1 0.0 0.1 -0.44
C -0.3188 3.2175 0.0914 0.3 -0.1 -0.1 0.22
N -1.6388 3.2292 -0.0603 0.0 0.4 0.2 -0.47
C -2.1842 2.4361 -0.9672 -0.1 -0.1 -0.2 0.05
C -1.4498 1.5849 -1.7762 0.1 0.0 0.0 -0.26
C -0.0736 1.5631 -1.6170 -0.1 0.1 0.0 -0.15
C 0.5026 2.3924 -0.6694 -0.1 0.0 0.0 -0.26
H 1.5713 2.3991 -0.5184 0.1 0.0 0.0 0.22
H 0.5398 0.9064 -2.2161 0.0 -0.1 0.0 0.23
H -1.9399 0.9527 -2.4982 -0.1 -0.1 -0.1 0.23
H -3.2627 2.4864 -1.0392 -0.1 -0.1 -0.1 0.20
H 1.3151 3.9571 1.2526 0.0 0.1 0.0 0.21
H 0.1392 5.1816 0.7499 0.1 0.0 0.0 0.23
H -2.7568 2.5414 1.7720 -0.1 -0.1 0.1 0.26
H -3.8225 1.5721 2.7875 0.1 -0.1 -0.1 0.24
H -0.5396 0.8068 1.8730 -0.2 0.0 -0.2 0.41
H -2.3731 -1.5132 -0.3416 0.0 0.0 0.0 0.26
H -1.1522 -3.0559 -1.8503 -0.1 -0.1 0.0 0.24
H 4.2532 -6.2517 -2.8444 0.1 -0.1 -0.1 0.21
H 4.0577 -5.5762 -1.2184 0.1 0.0 0.1 0.21
H 2.6358 -6.0633 -2.1537 0.0 -0.1 0.0 0.22
```
Positions in Å, forces in eV/Å.

Properties
HOMO energy = -8.5 eV
M = 358.46 g/mol
Total charge = 0
LUMO level = 0.58 eV
SMILES string = CCOC(=O)c1ccc(NC(=O)CCSCCc2ccccn2)cc1
Frontier orbital gap = 9.080 eV
Relative energy (zero: lowest compared OMol25 entry of this formula, charge and spin) = 31.8 kJ/mol



No. 2
An isolated molecule of C19H22N2O6 in a non-equilibrium geometry. Source: OMol25; level of theory: ωB97M-V with the def2-TZVPD basis set.

The geometry in XYZ format:
```
49
Properties=species:S:1:pos:R:3:forces:R:3:nbo_charge:R:1
C -4.4357 -4.0160 -1.2306 0.3 0.2 0.2 -0.62
C -3.0894 -3.6072 -0.6549 -0.1 -0.4 -0.1 -0.06
O -3.1601 -2.2277 -0.3489 0.0 0.3 0.0 -0.50
C -2.0762 -1.6130 0.1749 -0.2 0.4 0.1 0.36
C -0.8652 -2.2214 0.4646 0.0 0.0 0.0 -0.29
C 0.1962 -1.4958 1.0107 -0.2 0.4 -0.1 -0.09
C 0.0231 -0.1445 1.2944 0.1 -0.2 0.0 -0.25
C -1.1827 0.4776 1.0154 -0.2 0.0 -0.2 -0.20
C -2.2197 -0.2388 0.4512 0.2 -0.2 0.2 0.21
O -3.4271 0.3419 0.0993 0.2 -0.3 -0.3 -0.47
C -4.0686 1.1449 0.9648 0.0 0.2 0.5 0.75
O -3.6888 1.4187 2.0765 -0.2 -0.1 -0.4 -0.57
C -5.3156 1.6466 0.3855 -0.5 0.6 0.7 0.12
C -6.2671 2.4623 0.9529 0.8 -0.5 -0.2 -0.22
C -7.2648 2.6334 -0.0253 0.0 -0.3 -0.5 -0.33
C -6.8492 1.9135 -1.1098 -0.7 0.5 0.3 0.13
O -5.6809 1.3184 -0.8722 0.4 -0.3 -0.2 -0.36
H -7.2929 1.7606 -2.0745 0.0 -0.1 -0.1 0.21
H -8.1636 3.2082 0.0609 -0.2 0.1 -0.1 0.23
H -6.2345 2.8718 1.9410 0.1 0.1 0.2 0.24
H -1.3209 1.5222 1.2434 0.0 0.0 0.0 0.24
H 0.8035 0.4183 1.7836 0.1 0.0 0.0 0.22
C 1.4508 -2.2074 1.2879 0.1 0.0 0.0 0.02
N 2.6515 -1.8328 1.1151 0.6 -0.5 0.2 -0.18
N 2.9605 -0.6431 0.5834 -0.8 0.7 -0.2 -0.48
C 4.2740 -0.2716 0.4009 -0.1 -0.2 0.1 0.89
O 5.2265 -0.9098 0.7490 0.2 -0.1 0.0 -0.61
O 4.2705 0.9231 -0.2134 -0.2 0.1 -0.1 -0.54
C 5.5223 1.5900 -0.5217 0.5 0.2 -0.1 0.27
C 6.3527 0.7366 -1.4791 -0.2 0.0 0.2 -0.64
H 7.2456 1.2814 -1.7723 0.1 0.1 -0.1 0.21
H 6.6470 -0.1913 -0.9967 0.1 0.0 0.0 0.24
H 5.7736 0.5022 -2.3698 0.0 0.0 -0.1 0.21
C 6.2942 1.8834 0.7639 -0.2 -0.2 -0.1 -0.64
H 5.6736 2.4546 1.4511 0.0 0.1 0.1 0.21
H 7.1847 2.4602 0.5309 0.1 0.1 0.0 0.21
H 6.5898 0.9555 1.2454 0.1 0.0 0.0 0.24
C 5.0899 2.8913 -1.1982 -0.1 -0.4 0.2 -0.61
H 5.9638 3.4737 -1.4734 0.1 0.1 0.0 0.21
H 4.5124 2.6730 -2.0926 0.0 0.0 -0.1 0.21
H 4.4719 3.4760 -0.5221 -0.1 0.1 0.1 0.21
H 2.2411 -0.0181 0.2206 0.2 -0.2 0.1 0.39
H 1.3600 -3.2177 1.6654 0.0 -0.1 0.1 0.19
H -0.7190 -3.2716 0.2658 0.0 -0.1 0.0 0.22
H -2.2907 -3.7900 -1.3869 0.0 0.0 0.1 0.17
H -2.8732 -4.1842 0.2549 0.0 0.1 -0.1 0.17
H -4.4244 -5.0722 -1.4839 0.0 -0.1 0.0 0.21
H -4.6476 -3.4349 -2.1237 0.0 0.0 -0.1 0.22
H -5.2212 -3.8305 -0.5034 -0.1 0.0 0.1 0.22
```
Positions in Å, forces in eV/Å.

Properties
HOMO energy = -8.5 eV
M = 374.39 g/mol
Total charge = 0
LUMO level = 0.35 eV
SMILES string = CCOc1cc(/C=N\NC(=O)OC(C)(C)C)ccc1OC(=O)c1ccco1
Frontier orbital gap = 8.854 eV
Relative energy (zero: lowest compared OMol25 entry of this formula, charge and spin) = 264.5 kJ/mol



No. 3
C19H22N2O6Pr as an isolated structure in a non-equilibrium geometry. Source: OMol25; level of theory: ωB97M-V with the def2-TZVPD basis set.

The geometry in XYZ format:
```
50
Properties=species:S:1:pos:R:3:forces:R:3:lowdin_charge:R:1
Pr -0.2374 -0.1341 0.5043 1.0 -0.1 0.4 1.59
C -4.6256 0.5774 -0.3797 0.9 0.1 -0.1 0.03
C -3.5781 0.0653 0.6719 -0.8 -0.7 -1.6 -0.47
C -4.1779 -0.9365 1.6329 0.8 0.0 0.9 0.00
O -2.5837 -0.6273 -0.1027 2.1 0.0 0.5 -0.12
C -2.8142 1.1742 1.4490 -3.7 1.8 0.1 -0.54
O -3.6437 1.9076 1.9792 1.4 -0.3 0.2 0.10
O -1.5358 1.3320 1.4472 -0.1 -0.4 0.0 -0.15
H -4.0877 0.8644 -1.2864 0.3 0.3 0.2 0.08
H -5.1353 1.4708 -0.0183 -0.3 -0.4 0.1 0.10
H -5.2810 -0.2276 -0.7770 0.1 0.4 0.9 0.10
H -4.6845 -1.7962 1.1707 0.2 0.4 -0.1 0.10
H -4.8528 -0.4084 2.2981 -0.2 -0.1 0.1 0.10
H -3.3142 -1.3049 2.2328 -0.7 -0.1 -0.1 0.10
H -2.8841 -1.3450 -0.6365 -0.9 -0.7 -0.5 0.12
C -0.0397 -0.8116 4.8705 0.2 0.7 1.5 0.04
C 0.8716 -0.3447 3.7863 0.6 -1.1 -0.8 -0.43
O 0.6117 -0.7454 2.6212 0.4 0.8 0.8 -0.13
N 1.9824 0.3952 4.0574 -2.3 -0.2 1.0 0.11
C 2.5144 1.3332 3.0789 -0.2 -1.2 0.0 -0.08
C 3.2011 0.5178 2.0476 1.7 -0.2 -1.6 -0.27
C 4.4667 -0.0600 2.2843 -1.1 0.8 0.5 -0.01
C 5.1636 -0.5688 1.2257 0.6 -0.6 -1.0 -0.04
C 4.6934 -0.3952 -0.1022 0.0 -0.5 0.9 -0.02
C 3.4000 0.0809 -0.2315 -0.4 -0.2 0.3 -0.10
N 2.6404 0.4471 0.8267 0.1 0.7 0.0 0.06
H -1.0674 -0.7354 4.4788 0.4 0.0 0.3 0.10
H 0.0995 -0.1528 5.7800 -0.4 -0.9 -0.9 0.11
H 0.1492 -1.8629 5.1704 0.0 0.6 -0.4 0.11
H 1.9864 0.7088 5.0170 0.2 0.1 0.0 0.15
H 3.1986 1.9715 3.6361 0.0 0.2 -0.4 0.15
H 1.7100 1.8679 2.5797 0.0 0.4 0.2 0.13
H 4.8962 -0.0552 3.2921 -0.2 -0.1 -0.4 0.13
H 6.0654 -1.1374 1.4827 -0.1 0.5 -0.6 0.12
H 5.2660 -0.7116 -0.9790 -0.2 0.1 0.4 0.12
H 2.8700 0.1390 -1.1844 0.4 -0.1 0.2 0.11
O 0.5628 -0.8503 -1.4756 -0.3 -0.5 -2.0 -0.19
C -0.1774 -0.0405 -2.1967 0.9 -0.1 -0.4 -0.50
O -0.7133 0.8834 -1.5372 -0.6 0.7 -1.1 -0.07
C -0.2458 -0.1240 -3.7331 0.4 0.4 0.6 -0.10
C 0.7847 -0.8617 -4.3675 -1.3 0.2 0.0 -0.02
C 0.9358 -0.7563 -5.7451 -1.1 0.9 0.8 -0.06
C 0.0935 0.1113 -6.4728 0.4 -0.9 0.7 -0.06
C -1.0020 0.7442 -5.8873 0.1 0.0 0.4 -0.06
C -1.1520 0.6690 -4.4895 1.1 -1.0 -0.2 0.00
H 1.3418 -1.5698 -3.7678 0.3 0.2 -0.1 0.11
H 1.6629 -1.3509 -6.2406 0.6 -0.2 -0.4 0.10
H 0.3433 0.1927 -7.5083 -0.4 0.2 -0.6 0.10
H -1.7289 1.2879 -6.5149 0.6 -0.2 0.5 0.12
H -1.9489 1.1728 -3.9876 -0.3 0.3 0.2 0.11
```
Positions in Å, forces in eV/Å.

Properties
HOMO energy (spin up / spin down) = -11.9 / -11.9 eV
Spin multiplicity = 3
M = 515.30 g/mol
Total charge = +1
LUMO level (spin up / spin down) = -2.81 / -2.77 eV
Frontier orbital gap (spin up / spin down) = 9.072 / 9.115 eV
Relative energy (zero: lowest compared OMol25 entry of this formula, charge and spin) = 34.1 kJ/mol



No. 4
C19H22N3O3PdS2 as an isolated structure in a non-equilibrium geometry. Source: OMol25; level of theory: ωB97M-V with the def2-TZVPD basis set.

The geometry in XYZ format:
```
50
Properties=species:S:1:pos:R:3:forces:R:3:nbo_charge:R:1
Pd -0.5244 0.1972 -0.8527 -0.3 1.5 -0.6 0.32
C -0.7788 -1.4158 4.1506 -2.0 -0.2 -2.0 -0.25
O -0.4149 -2.4804 3.2518 0.6 0.7 1.0 -0.54
C -1.0314 -2.8425 2.1071 -0.8 -0.8 -1.1 0.87
O -0.7397 -3.9363 1.6554 -0.2 0.9 0.2 -0.64
N -1.9714 -1.9982 1.5598 0.9 -0.6 1.2 -0.52
N -2.5558 -2.3440 0.3502 -0.5 0.1 -1.1 -0.64
H -0.3162 -0.4809 3.8863 0.6 0.3 0.0 0.18
H -0.5670 -1.7443 5.1312 0.5 -0.3 1.0 0.19
H -1.8675 -1.2239 4.0868 0.3 -0.2 0.1 0.19
H -2.0372 -1.0117 1.7168 0.5 0.7 0.6 0.42
H -3.4706 -1.8795 0.3764 0.4 -0.3 -0.3 0.35
H -2.0169 -1.8809 -0.4052 -0.3 -0.3 0.3 0.37
S 0.1002 -2.2596 -4.7858 -0.2 0.5 -0.5 0.28
C -1.2782 -1.2524 -5.2631 0.5 -1.1 1.8 -0.41
C -1.7301 -0.5812 -4.1630 0.7 1.1 0.3 -0.29
C -0.8458 -0.6109 -3.0083 -0.4 -0.5 1.2 -0.32
C 0.1480 -1.5522 -3.1783 -0.6 0.5 -0.3 -0.35
C 1.1196 -1.9202 -2.1164 -1.1 0.0 -1.0 0.21
C 2.2035 -2.7312 -2.3061 1.1 -0.1 0.6 -0.24
C 3.0672 -2.9920 -1.2376 -2.4 0.6 -0.4 -0.17
C 2.7376 -2.5459 0.0027 -0.7 1.1 2.3 -0.27
C 1.6230 -1.6881 0.1398 1.2 -1.4 -1.9 0.08
N 0.8512 -1.4323 -0.9094 0.0 0.9 1.3 -0.47
H -1.8068 -1.4491 -6.1703 0.0 0.0 -0.5 0.21
H -2.6303 0.0544 -4.1341 0.5 -0.4 -0.3 0.21
H 2.3548 -3.1399 -3.2698 0.4 -0.3 -0.8 0.21
H 3.8656 -3.6208 -1.2982 2.2 -1.7 -0.7 0.20
H 3.2550 -2.8401 0.9445 -0.1 0.3 -1.1 0.21
H 1.4241 -1.1786 1.0444 -0.5 0.2 0.9 0.20
C 3.2814 3.1896 -0.0843 0.1 1.0 1.1 -0.62
C 1.8547 2.8380 0.0461 0.8 -1.1 0.0 -0.06
C 1.4336 1.7637 0.7563 -1.4 1.0 -0.4 -0.21
C 0.0720 1.3725 0.7979 -0.5 -1.7 0.6 -0.31
C -0.9103 2.2083 0.1513 0.6 -0.8 -0.5 -0.46
C -0.4217 3.3621 -0.5284 -1.2 1.2 -0.4 -0.16
C 0.9297 3.6144 -0.6221 -2.3 0.8 -0.8 -0.27
S -2.5681 2.0644 0.7025 -0.1 0.4 0.0 1.30
C -2.4786 3.1718 2.1336 -1.9 -0.3 0.4 -0.84
O -2.6895 0.7192 1.3401 -0.3 -0.3 0.2 -1.04
H 3.8947 2.8053 0.7189 -0.1 0.5 1.0 0.20
H 3.3391 4.2797 -0.2160 0.6 -0.3 0.2 0.20
H 3.7991 2.7063 -0.8512 0.3 -0.6 -2.1 0.21
H 2.0343 1.3593 1.4909 1.7 -1.2 1.1 0.19
H -0.1986 0.6496 1.6123 0.0 1.0 -0.5 0.21
H -1.1963 4.1219 -0.9171 1.4 -1.3 0.4 0.20
H 1.2375 4.4653 -1.2079 0.2 0.2 0.0 0.20
H -1.6793 2.8927 2.7724 1.3 0.0 0.2 0.23
H -3.3642 2.9937 2.7790 0.1 0.0 -0.7 0.22
H -2.5363 4.2035 1.8204 0.5 0.3 -0.1 0.22
```
Positions in Å, forces in eV/Å.

Properties
HOMO energy = -3.2 eV
M = 510.96 g/mol
Total charge = -1
LUMO level = 2.68 eV
Frontier orbital gap = 5.866 eV



No. 5
C19H22N5O6S2W as an isolated structure in a non-equilibrium geometry. Source: OMol25; level of theory: ωB97M-V with the def2-TZVPD basis set.

The geometry in XYZ format:
```
55
Properties=species:S:1:pos:R:3:forces:R:3:nbo_charge:R:1
W -0.3551 -0.6115 0.1350 0.6 0.9 -1.5 1.73
C -1.8624 -2.3330 3.0086 0.1 0.1 0.1 -0.70
C -0.6312 -1.8748 2.3058 0.1 -0.4 0.8 0.30
N -0.1251 -0.6671 2.3595 -0.2 -0.1 -0.4 -0.31
N -0.8067 0.2820 3.1133 0.0 0.0 -0.1 -0.41
C -1.8584 0.7933 2.5561 0.0 -0.1 0.0 0.28
N -2.5715 1.7236 3.2460 0.1 0.0 0.0 -0.81
S -2.4492 0.3475 0.9740 -0.4 0.0 0.0 -0.09
C 0.2259 -2.9018 1.6293 0.0 0.0 -0.1 0.19
C 0.6215 -4.1128 2.1637 0.0 0.1 0.0 -0.21
C 1.4734 -4.8995 1.4036 0.0 -0.1 0.0 -0.11
C 1.8931 -4.4662 0.1541 0.0 0.0 0.0 -0.22
C 1.4421 -3.2506 -0.3201 -0.1 0.0 0.0 0.09
N 0.6125 -2.5079 0.4110 0.0 0.0 0.3 -0.47
H -2.7276 -2.1358 2.3719 0.0 0.0 0.0 0.28
H -1.9898 -1.7783 3.9368 0.0 0.0 0.0 0.26
H -1.8254 -3.4020 3.2024 0.0 0.0 0.0 0.24
H -2.4529 1.7437 4.2465 0.0 0.0 0.0 0.41
H -3.4656 2.0033 2.8826 0.0 0.0 0.0 0.41
H 0.2975 -4.4228 3.1468 0.0 0.0 0.0 0.25
H 1.8178 -5.8504 1.7880 0.0 0.0 0.0 0.24
H 2.5624 -5.0652 -0.4465 0.0 0.0 0.0 0.25
H 1.7293 -2.8540 -1.2836 0.0 0.0 0.0 0.23
O -0.2636 -0.2946 -6.0463 0.0 0.0 -0.1 -0.62
C -0.2194 -0.3638 -4.7145 0.0 0.0 -0.1 0.38
C 0.8692 0.1102 -3.9738 0.1 0.1 0.2 -0.28
C 0.7990 0.0135 -2.6030 -0.1 -0.2 -0.1 0.13
N -0.2858 -0.4875 -2.0186 -0.2 -0.2 1.0 -0.51
C -1.2762 -1.0626 -2.7084 0.2 0.2 -0.1 0.12
C -1.2914 -1.0046 -4.0796 0.0 0.0 0.1 -0.24
C -2.1750 -1.9048 -1.8257 -0.1 -0.1 -0.2 0.76
O -3.0626 -2.5663 -2.2846 -0.1 0.0 0.0 -0.53
O -1.7904 -1.9038 -0.5629 0.2 0.1 0.0 -0.73
C 1.9355 0.1974 -1.6184 0.2 0.0 -0.2 0.76
O 3.0070 0.6264 -1.9697 0.0 0.1 0.0 -0.58
O 1.6473 -0.2558 -0.4251 -0.1 -0.2 0.2 -0.75
H 0.5199 0.1430 -6.4051 -0.1 0.0 0.0 0.50
H 1.7622 0.5007 -4.4454 0.0 0.0 0.0 0.26
H -2.0780 -1.4739 -4.6533 0.0 0.0 0.0 0.27
C -0.6783 4.3681 1.0949 0.0 -0.1 0.0 -0.63
C 0.1822 3.5017 1.9947 0.2 0.0 0.1 -0.58
S 1.0858 2.1548 1.2011 0.1 0.2 0.2 1.28
O 0.0159 1.5151 0.2899 -0.2 -0.2 0.0 -0.98
C 2.2268 2.9918 0.0762 0.0 0.2 0.1 -0.60
C 1.6145 3.5595 -1.1972 0.0 -0.1 0.0 -0.63
H -1.3748 4.9357 1.7112 0.0 0.0 0.0 0.24
H -1.2579 3.7503 0.4082 0.0 0.0 0.0 0.24
H -0.0870 5.0779 0.5235 0.0 0.0 0.0 0.22
H -0.4164 2.9820 2.7453 0.0 0.0 -0.1 0.26
H 0.9447 4.0673 2.5373 0.0 0.0 0.0 0.24
H 2.9744 2.2322 -0.1462 0.0 -0.1 0.0 0.27
H 2.7118 3.7534 0.6927 0.0 0.0 0.0 0.24
H 0.7790 2.9465 -1.5338 0.0 0.0 0.0 0.22
H 2.3691 3.5547 -1.9816 0.0 0.0 0.0 0.24
H 1.2577 4.5760 -1.0666 0.0 0.0 0.0 0.22
```
Positions in Å, forces in eV/Å.

Properties
HOMO energy (spin up / spin down) = -10.7 / -11.6 eV
Spin multiplicity = 3
M = 664.39 g/mol
Total charge = +1
LUMO level (spin up / spin down) = -3.39 / -4.11 eV
Frontier orbital gap (spin up / spin down) = 7.273 / 7.517 eV
Relative energy (zero: lowest compared OMol25 entry of this formula, charge and spin) = 162.3 kJ/mol